Entry 1:
Here is a structure of composition C52H59CsN2P4S2Te from the Open Molecules 2025 dataset. Energies are from ωB97M-V/def2-TZVPD.

2S+1: 1
HOMO-LUMO gap in eV: 5.301
Charge: -2

Cartesian coordinates (Å):
Cs  0.3937  0.2379  -0.9301
S  3.5460  1.1382  -1.2307
P  2.6344  2.9001  -1.6770
C  1.0057  3.0039  -1.7564
P  -0.3271  3.8736  -1.3422
S  -2.0893  2.9417  -1.2108
C  -0.5757  5.3686  -2.4172
C  -1.8149  5.9953  -2.5267
C  -1.9621  7.1414  -3.2978
C  -0.8721  7.6742  -3.9767
C  0.3646  7.0504  -3.8822
C  0.5059  5.9050  -3.1068
C  -0.0380  4.7302  0.2815
C  -0.3479  4.0470  1.4587
C  -0.0551  4.5896  2.7012
C  0.5516  5.8373  2.7937
C  0.8637  6.5263  1.6322
C  0.5719  5.9775  0.3887
C  3.4615  3.3895  -3.2598
C  2.6905  3.5961  -4.3958
C  3.2866  3.9319  -5.6093
C  4.6633  4.0727  -5.6889
C  5.4444  3.8627  -4.5555
C  4.8484  3.5146  -3.3541
C  3.3581  4.1411  -0.5083
C  3.4500  3.8241  0.8460
C  3.8771  4.7650  1.7713
C  4.2384  6.0412  1.3576
C  4.1442  6.3733  0.0140
C  3.6960  5.4340  -0.9074
H  -2.6577  5.5568  -2.0056
H  -2.9326  7.6187  -3.3757
H  -0.9892  8.5659  -4.5822
H  1.2194  7.4503  -4.4160
H  1.4628  5.4029  -3.0283
H  -0.8564  3.0915  1.3813
H  -0.3059  4.0437  3.6034
H  0.7832  6.2636  3.7632
H  1.3516  7.4928  1.6882
H  0.8254  6.5320  -0.5066
H  1.6149  3.4848  -4.3021
H  2.6719  4.0865  -6.4886
H  5.1315  4.3402  -6.6296
H  6.5223  3.9637  -4.6168
H  5.4505  3.3209  -2.4739
H  3.1986  2.8165  1.1575
H  3.9259  4.5030  2.8220
H  4.5747  6.7755  2.0808
H  4.4147  7.3693  -0.3195
H  3.6229  5.7075  -1.9537
C  1.6092  -1.8929  3.8927
P  0.5387  -1.4143  2.4593
C  -0.1667  -3.1144  2.2272
N  -0.9778  -3.5764  3.1418
C  -1.4177  -4.8554  3.0210
C  -2.3597  -5.3676  3.9427
C  -2.7674  -6.6673  3.8474
C  -2.2478  -7.5089  2.8366
C  -1.3391  -7.0347  1.9354
C  -0.9105  -5.6869  2.0051
N  -0.0338  -5.2118  1.0898
C  0.2963  -3.9455  1.1372
P  1.2989  -3.2867  -0.2951
C  0.9140  -4.6202  -1.4945
C  3.0899  -3.6844  0.1766
C  3.6838  -2.4558  0.8701
C  3.8524  -3.8930  -1.1363
C  3.2320  -4.9222  1.0581
C  -0.7459  -0.3339  3.3180
C  0.0289  0.9571  3.6301
C  -1.3591  -0.8585  4.6170
C  -1.8765  0.0103  2.3423
H  1.0188  -2.3076  4.7105
H  2.1863  -1.0358  4.2390
H  2.3123  -2.6593  3.5639
H  -2.7433  -4.7023  4.7057
H  -3.4970  -7.0597  4.5448
H  -2.5899  -8.5348  2.7743
H  -0.9439  -7.6520  1.1386
H  1.1873  -5.6169  -1.1486
H  1.4025  -4.3887  -2.4410
H  -0.1645  -4.5665  -1.6511
H  3.6388  -1.5763  0.2236
H  4.7324  -2.6432  1.1254
H  3.1516  -2.2112  1.7875
H  3.6710  -3.0680  -1.8300
H  3.5744  -4.8293  -1.6208
H  4.9264  -3.9206  -0.9272
H  2.7899  -4.7628  2.0445
H  4.2924  -5.1623  1.1982
H  2.7382  -5.7882  0.6119
H  0.8159  0.7946  4.3702
H  -0.6685  1.6919  4.0416
H  0.4788  1.3895  2.7337
H  -0.5995  -1.0771  5.3705
H  -1.9428  -1.7583  4.4436
H  -2.0142  -0.0809  5.0238
H  -1.5350  0.4514  1.4031
H  -2.5243  0.7548  2.8172
H  -2.4798  -0.8579  2.0753
C  -7.8432  -5.5471  -1.9084
C  -6.5611  -4.8001  -1.6413
C  -5.3497  -5.4621  -1.5245
C  -4.1531  -4.7847  -1.2808
C  -2.8886  -5.5992  -1.2021
C  -4.1484  -3.3896  -1.1439
Te  -2.3585  -2.2814  -0.8147
C  -5.3792  -2.7090  -1.2569
C  -5.4565  -1.2126  -1.1194
C  -6.5502  -3.4168  -1.5021
H  -7.6649  -6.6230  -1.9427
H  -8.2853  -5.2496  -2.8629
H  -8.5862  -5.3537  -1.1305
H  -5.3261  -6.5450  -1.6228
H  -3.1069  -6.6261  -0.8963
H  -2.1807  -5.1574  -0.5043
H  -2.3921  -5.6315  -2.1772
H  -4.8345  -0.7189  -1.8681
H  -5.0622  -0.8912  -0.1535
H  -6.4862  -0.8627  -1.2215
H  -7.4851  -2.8681  -1.5858

Atomic forces in eV per Å
-0.53 -0.25 -0.09
0.12 0.06 0.05
0.02 0.29 0.12
0.22 0.14 -0.35
0.38 0.28 0.16
-0.03 -0.14 0.06
-0.05 -0.02 -0.02
0.03 0.01 0.00
0.00 -0.03 0.02
0.01 -0.04 0.02
-0.01 -0.01 0.01
-0.01 0.01 0.03
-0.10 -0.05 0.06
0.00 0.04 -0.01
0.01 0.02 -0.04
-0.01 -0.03 -0.03
-0.01 0.01 -0.03
-0.01 -0.01 0.01
0.01 -0.01 -0.05
0.02 -0.02 -0.02
-0.02 -0.01 0.07
-0.01 0.00 0.01
0.01 0.01 0.01
-0.09 0.00 0.01
0.07 0.07 -0.03
0.02 0.01 -0.02
-0.01 -0.03 -0.02
-0.02 -0.01 -0.03
0.01 -0.01 -0.01
0.03 -0.07 0.04
-0.02 0.01 -0.01
0.00 0.00 0.00
0.00 0.00 0.00
0.01 0.00 0.00
-0.02 0.04 0.00
0.01 -0.01 0.01
-0.01 -0.02 0.00
0.00 0.00 0.00
0.00 0.00 0.00
0.01 0.00 0.00
0.00 -0.02 -0.02
-0.01 0.00 0.00
0.00 0.00 0.00
0.00 0.00 0.01
0.02 0.00 -0.01
-0.01 0.01 0.02
0.00 -0.01 0.00
0.00 0.00 0.00
-0.01 0.00 -0.01
-0.01 0.01 -0.01
-0.03 -0.07 -0.01
-0.04 0.14 0.02
-0.13 0.03 0.20
0.08 0.08 -0.07
0.05 -0.13 -0.13
0.02 0.02 -0.02
0.01 -0.03 -0.01
-0.06 -0.03 0.04
0.04 0.09 -0.04
-0.23 -0.07 0.27
0.14 0.13 -0.14
0.02 -0.21 -0.01
-0.01 0.08 0.01
-0.03 0.05 0.03
-0.08 -0.03 0.05
-0.05 -0.02 -0.04
-0.03 0.02 0.04
0.00 0.02 -0.03
0.00 0.00 -0.05
-0.01 -0.05 -0.04
0.04 -0.01 -0.05
-0.04 -0.05 0.02
0.01 0.02 0.00
0.00 0.01 0.01
-0.01 0.01 0.03
0.01 0.02 -0.01
0.00 0.00 0.00
0.01 0.00 -0.01
0.01 0.01 0.00
0.00 0.01 -0.03
0.03 0.00 0.01
0.01 -0.04 0.00
0.01 0.02 0.02
0.01 -0.01 0.00
0.06 0.01 -0.03
0.02 -0.01 -0.02
0.00 0.00 -0.03
0.00 0.00 0.00
0.01 -0.01 0.00
0.00 0.00 0.00
0.01 -0.01 0.03
0.01 0.02 -0.01
0.00 0.01 0.00
0.01 0.02 0.01
-0.01 0.00 0.01
-0.01 0.01 0.02
0.00 0.00 0.01
0.08 0.00 0.06
-0.03 -0.02 -0.02
0.04 -0.03 0.03
0.05 0.04 0.01
0.05 -0.03 0.01
-0.03 0.03 0.03
0.02 -0.11 0.00
-0.07 0.01 -0.03
0.02 0.08 0.00
-0.01 -0.26 -0.04
-0.02 0.09 0.01
0.00 -0.04 -0.01
-0.01 -0.03 0.00
-0.01 -0.01 0.00
-0.02 -0.01 0.00
-0.01 -0.01 -0.01
0.01 0.00 0.00
0.00 0.00 -0.02
0.01 0.00 0.04
0.03 0.03 0.01
0.00 0.01 0.01
0.00 0.01 0.00
-0.01 -0.02 0.00
0.00 0.01 0.00

---

Entry 2:
Here is a structure of composition C59H73BrFIN4O30S5 from the Open Molecules 2025 dataset. Energies are from ωB97M-V/def2-TZVPD.

2S+1: 1
HOMO-LUMO gap in eV: 6.338

Cartesian coordinates (Å):
C  -0.4856  2.3633  -0.7844
C  -1.3147  1.0357  -0.3214
C  -0.9464  0.5703  1.1871
C  -2.2465  0.0020  1.9790
C  -1.9898  0.4070  3.5318
C  -2.5449  -1.5650  1.7469
C  -1.8107  -2.3669  0.5675
C  -0.6556  -3.3789  1.0207
C  0.6953  -2.6944  1.5401
S  2.1437  -3.8460  1.6919
C  3.5862  -2.8434  2.3512
S  4.4498  -3.6054  3.5941
N  3.9100  -1.4964  1.8514
C  3.6774  -1.3514  0.3925
C  4.0328  -2.3856  -0.7055
C  3.7294  -2.0775  -2.2037
C  3.1101  -0.7170  -2.6314
C  2.7737  0.3498  -1.5563
C  3.0434  0.0162  -0.0659
C  5.3284  -1.1196  2.0686
C  6.5733  -1.8915  1.5665
C  8.0507  -1.4070  1.8165
C  8.2483  -0.0770  2.5807
C  7.0131  0.7489  3.1028
C  5.5671  0.2254  2.8545
N  -2.2885  -2.1983  3.1058
C  -3.1184  -3.3886  3.2282
O  -2.8283  -4.3739  3.9567
C  -4.4344  -3.2779  2.2506
I  -4.7337  -4.9149  0.7958
S  -5.7952  -3.6486  3.4723
O  -5.4626  -3.2486  4.9020
O  -5.8868  -5.1703  3.5180
F  -7.3239  -3.1445  2.9811
C  -4.1663  -1.8024  1.7035
Br  -5.2759  -0.6351  2.9340
C  -4.7060  -1.3307  0.2706
C  -6.3035  -1.2592  0.1085
C  -6.8490  0.2753  -0.0311
S  -8.1712  0.6526  1.2478
C  -7.6177  2.2975  1.9407
S  -7.2590  2.5322  3.5619
N  -7.4856  3.4382  1.0034
C  -8.5630  4.3442  0.6626
C  -7.9279  5.3254  -0.3788
N  -6.5250  4.9487  -0.5982
C  -6.3003  3.8144  0.2493
H  0.4346  1.9603  -1.3477
H  -0.1085  2.9551  0.1153
H  -1.0764  2.9852  -1.5407
H  -2.4298  1.3517  -0.3193
H  -1.1041  0.2446  -1.1162
H  -0.0270  -0.0980  1.2578
H  -0.6688  1.5502  1.7411
H  -3.1030  0.6999  1.6283
H  -2.8193  0.0804  4.2396
H  -0.9767  -0.0281  3.8871
H  -1.9281  1.5558  3.5467
H  -2.5701  -3.0139  -0.0221
H  -1.3440  -1.6875  -0.2463
H  -0.9626  -4.1643  1.7909
H  -0.3654  -3.9766  0.0698
H  0.6063  -2.1202  2.5247
H  0.9899  -1.9039  0.7423
H  4.4980  -3.3776  -0.3446
H  3.9989  -2.9019  -2.9619
H  2.9074  -0.4715  -3.7253
H  2.3461  1.3563  -1.8683
H  2.7890  0.8386  0.7035
H  6.3683  -2.8732  0.9961
H  8.8766  -2.0787  1.4104
H  9.2973  0.3323  2.7572
H  7.1318  1.7523  3.6530
H  4.6567  0.8386  3.2107
H  -1.3081  -2.2573  3.4033
H  -4.3177  -0.2487  0.1221
H  -4.3025  -1.9218  -0.6219
H  -6.9016  -1.8547  0.8764
H  -6.5592  -1.7367  -0.9167
H  -7.3638  0.4122  -1.0575
H  -6.0133  1.0498  0.0245
H  -9.6453  4.3351  1.0462
H  -8.4864  6.1821  -0.8810
H  -5.2893  3.2806  0.3062
C  4.8833  -1.6418  -7.4518
C  5.3026  -1.1554  -6.0989
O  4.0651  -0.9858  -5.4198
C  3.1594  -1.7987  -6.0325
O  2.0609  -2.0253  -5.6093
O  3.6624  -2.3197  -7.1843
H  5.6143  -2.3185  -7.8967
H  4.6871  -0.8223  -8.1493
H  5.9052  -1.8907  -5.5577
H  5.8512  -0.2138  -6.1471
C  4.0569  2.9543  6.0597
C  3.0546  4.0517  6.2510
O  2.1166  3.8138  5.2107
C  2.2109  2.4969  4.8801
O  1.4468  1.9249  4.1555
O  3.2843  1.9129  5.4789
H  4.5036  2.6282  7.0002
H  4.8550  3.2321  5.3649
H  2.5395  3.9853  7.2138
H  3.4988  5.0436  6.1546
C  5.8108  -6.7023  8.1502
C  5.1452  -6.6615  6.8093
O  5.7308  -5.5229  6.1930
C  6.9331  -5.3160  6.7966
O  7.7600  -4.5406  6.4089
O  7.0752  -6.1057  7.8980
H  5.9290  -7.7200  8.5265
H  5.2813  -6.1056  8.8994
H  5.3681  -7.5447  6.2043
H  4.0623  -6.5478  6.8848
C  2.3356  -10.6706  7.1562
C  3.0656  -11.0620  8.4051
O  4.4282  -11.0316  8.0028
C  4.5112  -10.1943  6.9331
O  5.5403  -9.8118  6.4508
O  3.2760  -9.8458  6.4815
H  1.4163  -10.1215  7.3646
H  2.1000  -11.5298  6.5218
H  2.9206  -10.3436  9.2175
H  2.7863  -12.0561  8.7572
C  3.6053  2.4096  -6.1029
C  3.4713  3.8728  -6.3960
O  4.8052  4.3489  -6.2679
C  5.6313  3.2889  -6.4763
O  6.8198  3.3717  -6.6053
O  4.9332  2.1190  -6.5208
H  2.8831  1.8056  -6.6549
H  3.5137  2.1853  -5.0356
H  3.1243  4.0649  -7.4124
H  2.8113  4.3772  -5.6957
C  -1.2449  5.9230  -6.4123
C  -0.6222  5.3277  -5.1880
O  0.6949  5.0132  -5.6207
C  0.9741  5.8262  -6.6780
O  2.0599  5.9409  -7.1773
O  -0.1365  6.4929  -7.0952
H  -1.9852  6.6848  -6.1728
H  -1.7063  5.1686  -7.0563
H  -0.5621  6.0400  -4.3599
H  -1.1444  4.4324  -4.8475
C  -1.2709  11.0644  -6.3629
C  -0.8098  9.8502  -7.1097
O  -1.6397  8.8199  -6.5889
C  -2.7628  9.4172  -6.1068
O  -3.7425  8.8232  -5.7491
O  -2.6335  10.7700  -6.0836
H  -1.1839  11.9765  -6.9550
H  -0.7384  11.2024  -5.4175
H  -0.9802  9.9306  -8.1870
H  0.2435  9.6273  -6.9337
C  -3.0787  -7.5829  4.1312
C  -3.9810  -8.0715  3.0401
O  -3.1813  -9.0381  2.3705
C  -2.2479  -9.4726  3.2615
O  -1.5201  -10.4074  3.0769
O  -2.2487  -8.7101  4.3882
H  -3.6277  -7.2918  5.0276
H  -2.4511  -6.7469  3.8126
H  -4.8787  -8.5626  3.4276
H  -4.2803  -7.2739  2.3583
C  -6.0324  8.3599  -7.4200
C  -6.9605  9.5341  -7.3579
O  -7.9709  9.1945  -8.2978
C  -7.9683  7.8376  -8.4166
O  -8.8044  7.2086  -9.0002
O  -6.8936  7.2893  -7.7860
H  -5.5503  8.1605  -6.4659
H  -5.2633  8.4740  -8.1903
H  -7.4196  9.6531  -6.3721
H  -6.4699  10.4685  -7.6352

Atomic forces in eV per Å
0.56 -1.37 -0.36
0.14 1.10 0.25
-0.64 1.06 -0.21
1.18 1.41 -0.07
0.13 -0.01 -0.38
-1.13 0.47 2.21
0.36 -0.43 -0.93
1.04 -0.82 -0.18
-0.02 2.07 -1.05
0.32 1.06 0.53
0.41 -0.15 1.42
-1.32 1.21 -2.07
1.21 -2.79 -1.85
-1.62 2.01 -4.47
-1.47 2.89 -0.32
-0.52 2.10 2.58
0.54 -0.48 3.50
1.75 -3.94 1.12
0.65 -1.68 -2.19
4.41 2.71 1.79
0.01 2.20 1.37
-4.06 2.05 1.24
-3.13 -1.04 -0.56
-0.93 -3.28 -1.98
2.74 -1.74 -1.31
-2.31 -2.56 -1.92
2.91 -2.04 2.08
-1.38 3.60 -2.83
1.21 1.19 0.08
0.69 1.22 0.20
-0.61 -5.34 6.50
-1.33 0.79 -4.96
-0.24 4.53 -1.48
2.76 -0.26 0.37
-0.63 0.44 -1.88
1.05 -0.16 -0.25
-0.49 0.41 -0.32
-0.37 0.23 -1.34
-0.15 -0.20 -1.00
1.19 1.54 0.31
0.73 0.24 0.99
-0.78 -0.52 -2.75
0.06 1.35 -1.60
2.81 2.23 -3.08
0.41 -4.07 3.10
-2.98 -2.84 3.47
-2.07 2.51 -1.31
-1.28 0.87 0.91
-0.74 -0.59 -1.31
0.76 -0.72 1.30
1.68 -0.83 -0.12
-0.59 0.91 1.14
-1.30 0.74 -0.20
-0.37 -1.66 -0.83
1.15 -1.54 0.44
1.17 0.35 -1.04
-1.64 0.86 -0.50
0.02 -1.77 0.08
1.14 1.06 1.17
-0.87 -0.81 1.58
0.03 1.11 -1.04
-0.50 0.98 1.50
-0.08 -0.87 -1.20
-0.45 -1.20 1.28
-0.90 1.72 -0.95
-0.59 1.65 1.26
0.31 -0.61 2.01
0.71 -1.58 0.57
0.53 -1.68 -1.17
0.59 1.77 1.07
-1.16 1.32 0.78
-1.68 -0.70 -0.25
0.00 -1.88 -1.01
1.64 -1.22 -0.60
-0.77 -0.42 0.02
-0.43 -1.84 0.37
-0.33 0.53 1.57
0.98 0.94 -0.86
0.45 0.65 1.72
0.95 -0.25 1.67
-1.14 -1.16 0.11
2.23 -0.35 -0.46
1.23 -1.42 0.76
-1.95 0.87 0.13
0.47 0.03 -0.73
1.05 0.34 0.24
-0.41 -0.37 -0.63
-0.90 -0.33 0.17
0.86 0.26 -0.30
-0.31 0.18 0.63
-0.23 -0.05 0.03
0.00 -0.02 0.07
-0.10 0.00 -0.02
-0.22 -0.03 0.14
0.82 -0.08 0.33
0.05 0.71 0.52
0.05 -0.58 -0.23
-0.65 -0.51 -0.58
0.58 0.44 0.50
-0.55 0.24 -0.27
-0.09 -0.16 -0.16
-0.06 -0.01 0.02
0.02 -0.03 -0.07
-0.19 -0.07 -0.12
-0.21 -0.40 0.68
-0.73 -0.58 -0.44
0.60 0.28 0.37
0.70 0.72 -0.48
-0.66 -0.64 0.36
-0.03 0.31 -0.45
0.20 0.12 -0.06
0.04 0.02 -0.05
0.00 0.13 0.11
0.11 0.16 -0.14
-0.90 -0.14 -0.20
-0.33 -0.32 0.72
0.10 0.35 -0.51
0.81 0.21 -0.47
-0.82 -0.33 0.46
0.66 -0.04 0.26
0.16 0.07 -0.17
0.04 0.07 0.03
0.02 -0.02 -0.06
0.23 0.07 -0.03
-0.57 -0.50 0.31
-0.53 -0.05 0.03
0.53 -0.67 -0.03
1.06 0.46 -0.10
-0.96 -0.19 0.10
0.34 0.31 -0.08
0.21 -0.05 0.00
0.04 -0.02 -0.05
0.13 -0.12 0.16
0.40 -0.08 -0.08
-1.09 0.00 -0.13
-0.49 -0.21 0.75
0.20 0.31 -0.53
0.78 0.41 -0.68
-1.40 0.51 0.34
0.73 -0.35 0.29
0.19 -0.10 -0.16
0.09 0.01 0.03
0.03 -0.03 -0.07
0.24 0.01 -0.04
0.47 0.77 0.10
0.85 -0.03 -0.58
-0.68 0.48 0.36
-0.63 -0.19 0.28
1.07 0.47 -0.12
-0.24 -0.77 -0.04
-0.20 -0.07 0.11
-0.06 -0.03 -0.05
-0.02 -0.03 0.09
-0.19 -0.19 0.01
-0.06 0.84 0.44
-0.81 0.35 -0.21
0.53 -0.23 0.34
0.64 -0.79 -0.11
-0.57 0.73 0.15
-0.01 -0.55 -0.52
0.18 -0.09 -0.03
-0.09 -0.08 0.04
0.06 0.02 -0.01
0.11 -0.28 0.07
0.67 -0.20 0.43
0.12 0.73 0.35
0.01 -0.55 -0.13
-0.78 -0.67 -0.56
0.69 0.54 0.48
-0.60 0.29 -0.33
-0.22 -0.17 -0.27
-0.05 0.00 0.01
0.03 -0.04 -0.06
-0.20 -0.07 -0.09